1.
Formula: C25H50N16O7PS2
Source: the OMol25 dataset
Level of theory: ωB97M-V/def2-TZVPD

XYZ file:
```
101
C25H50N16O7PS2 ωB97M-V/def2-TZVPD
C -2.28 1.32 -1.80
P -3.97 0.62 -2.24
C -3.88 0.83 -4.05
N -3.95 -1.02 -2.05
C -3.70 -1.39 -0.68
C -2.22 -1.75 -0.46
C -1.74 -1.66 0.99
S -0.39 -0.44 1.23
C 1.01 -1.10 0.34
S 2.27 -1.65 1.21
N 1.00 -1.03 -1.09
C 0.68 -2.28 -1.76
C -0.17 -2.19 -2.86
C -0.52 -3.33 -3.57
C -0.02 -4.57 -3.18
C 0.84 -4.66 -2.09
C 1.20 -3.51 -1.38
C 2.13 -0.32 -1.64
C 1.95 1.03 -1.94
C 3.00 1.79 -2.47
C 4.24 1.17 -2.70
C 4.40 -0.18 -2.42
C 3.36 -0.93 -1.90
H -2.32 2.41 -1.79
H -2.02 0.99 -0.80
H -1.46 1.01 -2.47
H -4.69 0.23 -4.47
H -4.04 1.87 -4.32
H -2.94 0.47 -4.48
H -4.30 -2.28 -0.43
H -3.96 -0.58 0.04
H -1.66 -1.05 -1.05
H -2.02 -2.75 -0.85
H -1.36 -2.61 1.37
H -2.52 -1.28 1.64
H -0.59 -1.23 -3.14
H -1.19 -3.24 -4.41
H -0.31 -5.46 -3.73
H 1.23 -5.62 -1.80
H 1.86 -3.60 -0.53
H 0.98 1.47 -1.76
H 2.85 2.83 -2.71
H 5.04 1.76 -3.11
H 5.36 -0.64 -2.61
H 3.49 -1.99 -1.69
C 1.89 -5.40 3.39
O 1.16 -5.27 2.43
N 1.63 -6.31 4.39
N 3.02 -4.65 3.56
H 2.21 -6.42 5.20
H 0.81 -6.87 4.30
H 3.22 -3.97 2.86
H 3.63 -4.74 4.35
C -2.04 4.19 1.04
O -1.41 4.49 0.04
N -2.88 5.09 1.65
N -1.95 2.97 1.64
H -3.43 4.86 2.46
H -2.99 5.99 1.22
H -1.36 2.28 1.21
H -2.45 2.74 2.48
C -6.21 4.34 -3.78
O -6.59 4.07 -2.65
N -7.06 4.34 -4.86
N -4.90 4.61 -4.07
H -6.76 4.54 -5.80
H -8.02 4.11 -4.69
H -4.25 4.55 -3.31
H -4.56 4.78 -4.99
C 3.10 -1.49 5.87
O 3.01 -2.04 6.96
N 2.18 -1.65 4.89
N 4.15 -0.67 5.56
H 2.27 -1.21 3.98
H 1.39 -2.24 5.07
H 4.85 -0.53 6.27
H 4.24 -0.21 4.68
C 2.46 -4.97 9.81
O 1.75 -5.72 10.46
N 1.98 -4.13 8.86
N 3.82 -4.92 9.98
H 2.56 -3.52 8.31
H 0.99 -4.13 8.69
H 4.22 -5.52 10.67
H 4.41 -4.31 9.45
C -1.19 3.30 -5.51
O -2.26 3.86 -5.67
N -0.67 3.00 -4.29
N -0.41 2.92 -6.58
H 0.22 2.56 -4.16
H -1.21 3.24 -3.48
H -0.76 3.11 -7.50
H 0.47 2.44 -6.48
C 2.81 5.20 -0.77
O 3.78 4.77 -1.37
N 1.75 4.40 -0.46
N 2.69 6.51 -0.40
H 0.90 4.73 -0.03
H 1.79 3.44 -0.75
H 3.45 7.12 -0.62
H 1.88 6.88 0.08
```

As for the LUMO energy: 1.090 eV. As for the net charge: -1. The calculation puts the gap between HOMO and LUMO at 3.2 eV.

=====

2.
Formula: C25H50N16O7PS2
Source: the OMol25 dataset
Level of theory: ωB97M-V/def2-TZVPD

XYZ file:
```
101
C25H50N16O7PS2 ωB97M-V/def2-TZVPD
C -2.36 1.41 -1.48
P -2.83 1.36 -3.30
C -2.96 3.16 -3.66
N -1.55 0.85 -4.20
C -1.16 -0.48 -3.80
C 0.04 -0.41 -2.82
C 0.23 -1.67 -1.96
S 0.12 -1.30 -0.16
C 1.51 -0.24 0.23
S 2.73 -0.87 1.08
N 1.38 1.13 -0.16
C 2.15 1.49 -1.34
C 1.50 2.31 -2.26
C 2.14 2.73 -3.41
C 3.45 2.33 -3.67
C 4.10 1.51 -2.74
C 3.45 1.10 -1.58
C 1.49 2.05 0.95
C 0.27 2.43 1.52
C 0.22 3.29 2.61
C 1.41 3.78 3.13
C 2.62 3.41 2.55
C 2.68 2.55 1.46
H -3.24 1.59 -0.87
H -1.96 0.45 -1.20
H -1.60 2.17 -1.22
H -2.97 3.26 -4.74
H -3.89 3.56 -3.25
H -2.10 3.73 -3.29
H -0.82 -1.04 -4.68
H -1.98 -1.04 -3.30
H -0.16 0.43 -2.18
H 0.96 -0.20 -3.36
H 1.21 -2.12 -2.10
H -0.56 -2.40 -2.12
H 0.47 2.61 -2.09
H 1.62 3.36 -4.12
H 3.93 2.64 -4.58
H 5.11 1.21 -2.95
H 3.99 0.47 -0.89
H -0.64 2.03 1.09
H -0.75 3.57 3.00
H 1.36 4.45 3.97
H 3.53 3.80 2.96
H 3.62 2.27 1.01
C 5.45 -3.68 -0.84
O 4.87 -2.92 -1.58
N 6.02 -4.85 -1.28
N 5.58 -3.45 0.50
H 6.50 -5.50 -0.68
H 5.94 -5.06 -2.26
H 5.17 -2.61 0.87
H 6.05 -4.07 1.13
C -4.52 -0.56 1.34
O -4.33 0.61 1.63
N -5.75 -1.15 1.46
N -3.53 -1.37 0.87
H -5.92 -2.11 1.21
H -6.50 -0.58 1.79
H -2.61 -0.97 0.75
H -3.67 -2.34 0.65
C -7.27 3.01 -3.33
O -7.17 1.81 -3.44
N -7.83 3.80 -4.31
N -6.80 3.69 -2.25
H -7.89 4.79 -4.25
H -8.16 3.33 -5.14
H -6.33 3.16 -1.54
H -6.83 4.69 -2.16
C 3.22 -5.12 3.17
O 3.61 -6.28 3.09
N 2.75 -4.42 2.11
N 3.25 -4.42 4.35
H 2.44 -3.46 2.17
H 2.70 -4.89 1.22
H 3.60 -4.91 5.16
H 2.94 -3.48 4.44
C 5.51 -9.70 1.71
O 5.62 -10.62 0.92
N 4.56 -8.73 1.61
N 6.36 -9.56 2.78
H 4.48 -7.97 2.26
H 3.91 -8.80 0.85
H 7.08 -10.24 2.89
H 6.29 -8.80 3.44
C -3.16 5.56 -0.57
O -4.25 5.58 -1.12
N -2.64 4.45 0.02
N -2.36 6.68 -0.50
H -1.75 4.44 0.48
H -3.18 3.60 -0.02
H -2.70 7.52 -0.92
H -1.46 6.68 -0.06
C -2.50 1.91 5.02
O -1.64 2.74 5.26
N -2.49 1.16 3.88
N -3.56 1.68 5.86
H -3.21 0.50 3.64
H -1.74 1.31 3.23
H -3.61 2.22 6.70
H -4.28 1.01 5.66
```

As for the LUMO energy: 1.106 eV. As for the net charge: -1. The calculation puts the gap between HOMO and LUMO at 3.1 eV.

=====

Which is the most stable structure? 1 is the most stable.

=====

1.
Formula: C5H2N2O
Source: the OMol25 dataset
Level of theory: ωB97M-V/def2-TZVPD

XYZ file:
```
10
C5H2N2O ωB97M-V/def2-TZVPD
N -3.49 0.02 0.00
C -2.28 0.32 -0.12
C -0.85 0.13 -0.13
N -0.31 -1.02 0.01
C 1.03 -1.07 -0.02
C 1.50 0.16 -0.19
C 0.27 1.09 -0.10
O 0.19 2.24 0.09
H 1.35 -2.06 0.47
H 2.60 0.19 0.00
```

As for the LUMO energy: -2.257 eV. As for the net charge: 0. The calculation puts the gap between HOMO and LUMO at 8.0 eV.

=====

2.
Formula: C5H2N2O
Source: the OMol25 dataset
Level of theory: ωB97M-V/def2-TZVPD

XYZ file:
```
10
C5H2N2O ωB97M-V/def2-TZVPD
C 2.80 -0.22 0.16
C 1.62 -0.58 0.03
C 0.23 -0.70 -0.04
N -0.74 -1.53 -0.24
C -1.86 -0.68 -0.02
N -1.79 0.70 0.51
C -0.38 0.88 0.04
O 0.28 1.89 -0.36
H 3.89 -0.52 0.41
H -2.98 -1.11 -0.43
```

As for the LUMO energy: -2.157 eV. As for the net charge: 0. The calculation puts the gap between HOMO and LUMO at 7.7 eV.

=====

3.
Formula: C5H2N2O
Source: the OMol25 dataset
Level of theory: ωB97M-V/def2-TZVPD

XYZ file:
```
10
C5H2N2O ωB97M-V/def2-TZVPD
N 2.59 1.30 0.17
C 1.46 1.22 0.28
C 0.10 1.13 0.34
C -0.52 -0.01 -0.11
C -1.84 -0.28 0.07
N -2.97 -0.35 0.41
C 0.26 -1.26 -0.64
O -0.32 -2.03 -1.29
H -0.24 1.79 1.02
H 1.48 -1.51 -0.25
```

As for the LUMO energy: -2.087 eV. As for the net charge: 0. The calculation puts the gap between HOMO and LUMO at 8.8 eV.

=====

Which is the most stable structure? 3 is the most stable.

=====

1.
Formula: C6H6N2O
Source: the OMol25 dataset
Level of theory: ωB97M-V/def2-TZVPD

XYZ file:
```
15
C6H6N2O ωB97M-V/def2-TZVPD
C -0.45 -0.91 -1.26
C -0.25 -2.18 -1.56
C -0.02 -0.70 0.17
C 0.47 -2.13 0.56
C -1.13 -0.01 1.00
C 0.69 1.13 1.46
N -0.72 0.98 1.66
N 1.09 0.22 0.38
O 0.30 -2.87 -0.48
H -0.86 -0.14 -1.88
H -0.41 -2.76 -2.45
H -2.15 -0.34 1.01
H 0.94 2.17 1.26
H 1.19 0.83 2.39
H 1.30 0.73 -0.47
```

As for the LUMO energy: 0.329 eV. As for the net charge: 0. The calculation puts the gap between HOMO and LUMO at 9.0 eV.

=====

2.
Formula: C6H6N2O
Source: the OMol25 dataset
Level of theory: ωB97M-V/def2-TZVPD

XYZ file:
```
15
C6H6N2O ωB97M-V/def2-TZVPD
N -0.63 -0.37 -2.52
C 0.10 0.08 -1.37
N 1.24 0.83 -1.36
C 1.77 1.19 -0.22
C 1.25 0.88 1.08
C 0.02 0.08 1.07
C -0.61 -0.09 -0.18
O -1.69 -1.01 0.31
C -1.05 -0.94 1.64
H -1.51 0.33 -2.36
H -1.21 -1.31 -2.26
H 2.71 1.81 -0.17
H 1.94 0.97 1.91
H -0.56 -1.92 1.84
H -1.76 -0.54 2.58
```

As for the LUMO energy: 0.570 eV. As for the net charge: 0. The calculation puts the gap between HOMO and LUMO at 9.7 eV.

=====

Which is the most stable structure? 2 is the most stable.

=====

1.
Formula: C4H10O4
Source: the OMol25 dataset
Level of theory: ωB97M-V/def2-TZVPD

XYZ file:
```
18
C4H10O4 ωB97M-V/def2-TZVPD
O 0.56 -0.29 3.98
H 0.81 0.04 4.86
H -0.07 -1.03 4.23
C -1.21 -1.36 5.12
C -2.07 -0.82 2.99
C -1.48 -1.32 1.76
O -3.21 -1.34 3.41
O -1.73 -2.46 5.24
O -1.38 -0.33 5.88
C -2.53 -0.22 6.79
H -1.82 0.18 3.34
H -0.69 -0.62 1.44
H -1.02 -2.31 1.95
H -2.20 -1.43 0.93
H -2.97 -2.07 4.06
H -3.18 0.52 6.36
H -3.00 -1.18 6.85
H -2.12 0.09 7.73
```

As for the LUMO energy (spin up / spin down): -0.888 / -0.240 eV. As for the net charge: 0. The calculation puts the gap between HOMO and LUMO (spin up / spin down) at 7.0 / 8.3 eV.

=====

2.
Formula: C4H10O4
Source: the OMol25 dataset
Level of theory: ωB97M-V/def2-TZVPD

XYZ file:
```
18
C4H10O4 ωB97M-V/def2-TZVPD
O -1.65 -1.10 -1.04
C -0.97 -1.47 -0.10
C -0.26 -0.60 0.97
C 0.47 0.48 0.23
C 0.59 1.73 1.13
O 0.21 1.75 2.27
H -0.88 -2.57 -0.16
H -1.09 -0.16 1.56
H 0.38 -1.26 1.52
H -0.17 0.90 -0.65
H 1.46 0.32 -0.16
H 0.96 2.66 0.66
O -1.83 3.15 0.31
H -2.36 3.09 1.12
H -1.99 2.25 -0.02
O 2.29 -3.40 -2.45
H 1.71 -2.79 -2.92
H 3.12 -2.97 -2.24
```

As for the LUMO energy: 0.499 eV. As for the net charge: 0. The calculation puts the gap between HOMO and LUMO at 10.4 eV.

=====

Which is the most stable structure? 2 is the most stable.

=====

1.
Formula: C2H5NO3
Source: the OMol25 dataset
Level of theory: ωB97M-V/def2-TZVPD

XYZ file:
```
11
C2H5NO3 ωB97M-V/def2-TZVPD
C -0.39 -1.36 0.73
C -0.81 0.04 0.41
O -0.25 1.06 0.82
H -0.78 -1.64 1.70
H 0.69 -1.45 0.72
H -0.81 -2.04 0.00
H -1.88 0.12 0.14
O 1.15 2.68 -1.18
N 0.46 1.81 -1.53
O 0.96 0.36 -1.27
H 1.65 0.41 -0.55
```

As for the LUMO energy: -0.129 eV. As for the net charge: 0. The calculation puts the gap between HOMO and LUMO at 9.8 eV.

=====

2.
Formula: C2H5NO3
Source: the OMol25 dataset
Level of theory: ωB97M-V/def2-TZVPD

XYZ file:
```
11
C2H5NO3 ωB97M-V/def2-TZVPD
N -0.65 -2.84 5.15
C 0.56 -2.31 4.76
O 0.82 -1.82 3.70
H -1.09 -2.62 6.03
H -1.33 -3.13 4.46
H 1.12 -2.11 5.70
O 1.36 3.07 -5.52
C 0.32 2.62 -5.88
O -0.71 3.34 -6.37
H 0.04 1.56 -5.83
H -0.42 4.25 -6.19
```

As for the LUMO energy: 0.915 eV. As for the net charge: 0. The calculation puts the gap between HOMO and LUMO at 11.1 eV.

=====

Which is the most stable structure? 2 is the most stable.

=====

1.
Formula: C2H5NO3
Source: the OMol25 dataset
Level of theory: ωB97M-V/def2-TZVPD

XYZ file:
```
11
C2H5NO3 ωB97M-V/def2-TZVPD
O 0.40 2.61 -1.81
C -0.47 1.94 -1.35
N -0.42 1.00 -0.27
C 0.64 0.61 0.53
O 1.61 0.02 0.17
H -1.52 2.23 -1.48
H -1.30 1.12 0.20
H 0.33 0.74 1.59
O -0.11 -3.21 0.84
H 0.58 -3.37 1.49
H 0.26 -3.68 0.09
```

As for the LUMO energy: 0.554 eV. As for the net charge: 0. The calculation puts the gap between HOMO and LUMO at 10.9 eV.

=====

2.
Formula: C2H5NO3
Source: the OMol25 dataset
Level of theory: ωB97M-V/def2-TZVPD

XYZ file:
```
11
C2H5NO3 ωB97M-V/def2-TZVPD
C -1.10 0.87 2.08
C 0.66 -0.96 -1.33
N 0.55 0.88 0.08
O -1.64 1.88 2.29
O 1.56 0.17 0.83
O 0.10 0.27 -1.04
H -1.02 0.00 2.79
H 0.43 -1.04 -2.42
H 0.09 -1.77 -0.70
H 1.78 -0.90 -0.96
H 2.18 0.90 1.29
```

As for the LUMO energy (spin up / spin down): 0.614 / 0.601 eV. As for the net charge: 0. The calculation puts the gap between HOMO and LUMO (spin up / spin down) at 8.3 / 8.9 eV.

=====

Which is the most stable structure? 1 is the most stable.

=====

1.
Formula: C2H5NO3
Source: the OMol25 dataset
Level of theory: ωB97M-V/def2-TZVPD

XYZ file:
```
11
C2H5NO3 ωB97M-V/def2-TZVPD
C 1.10 -0.23 -0.72
C -0.35 -0.38 -0.02
O -0.30 -1.39 0.99
N -0.83 0.99 0.37
O -0.70 1.88 -0.38
O -1.46 1.11 1.37
H 1.83 -0.24 0.07
H 1.03 0.83 -1.23
H 1.32 -1.05 -1.44
H -1.18 -0.58 -0.84
H -0.45 -0.93 1.82
```

As for the LUMO energy: 0.213 eV. As for the net charge: 0. The calculation puts the gap between HOMO and LUMO at 11.4 eV.

=====

2.
Formula: C2H5NO3
Source: the OMol25 dataset
Level of theory: ωB97M-V/def2-TZVPD

XYZ file:
```
11
C2H5NO3 ωB97M-V/def2-TZVPD
C -1.02 0.13 0.72
C 0.30 0.37 0.01
O 1.43 0.16 0.81
N 0.35 -0.28 -1.34
O 0.55 0.48 -2.28
O 0.25 -1.50 -1.42
H -1.10 -1.02 0.99
H -1.67 0.32 -0.03
H -0.99 0.67 1.73
H 0.45 1.44 -0.21
H 1.46 -0.78 1.02
```

As for the LUMO energy: -0.037 eV. As for the net charge: 0. The calculation puts the gap between HOMO and LUMO at 11.1 eV.

=====

Which is the most stable structure? 2 is the most stable.

=====

1.
Formula: C3H4FNS
Source: the OMol25 dataset
Level of theory: ωB97M-V/def2-TZVPD

XYZ file:
```
10
C3H4FNS ωB97M-V/def2-TZVPD
F -2.07 0.46 -0.77
N -1.10 0.26 0.29
C -0.55 -1.00 -0.01
C 0.70 -0.98 -0.49
S 1.56 0.56 -0.41
C 0.10 1.31 0.36
H -1.22 -1.73 -0.09
H 1.35 -1.81 -0.86
H -0.30 2.13 -0.12
H 0.35 1.18 1.41
```

As for the LUMO energy: 0.783 eV. As for the net charge: 0. The calculation puts the gap between HOMO and LUMO at 9.3 eV.

=====

2.
Formula: C3H4FNS
Source: the OMol25 dataset
Level of theory: ωB97M-V/def2-TZVPD

XYZ file:
```
10
C3H4FNS ωB97M-V/def2-TZVPD
C -2.63 0.17 0.00
C -1.32 -0.04 0.00
F -0.84 -1.30 0.00
C -0.32 1.04 0.00
N 0.95 1.05 0.01
S 2.03 -0.24 0.00
H -3.05 1.19 0.00
H -3.33 -0.68 0.01
H -0.80 2.04 0.00
H 1.23 -1.36 0.03
```

As for the LUMO energy: 0.205 eV. As for the net charge: 0. The calculation puts the gap between HOMO and LUMO at 9.1 eV.

=====

Which is the most stable structure? 2 is the most stable.

=====

1.
Formula: C5H5ClO
Source: the OMol25 dataset
Level of theory: ωB97M-V/def2-TZVPD

XYZ file:
```
12
C5H5ClO ωB97M-V/def2-TZVPD
C 0.56 0.06 -0.48
C -0.80 -0.32 -0.69
C 0.95 2.56 0.18
C 1.20 1.18 0.05
C -0.94 -1.53 0.16
O -1.71 0.27 -1.22
Cl 0.23 3.10 1.59
H 1.30 -0.69 -0.43
H 2.22 1.08 0.00
H -0.44 -2.32 -0.40
H -1.97 -1.76 0.08
H -0.60 -1.63 1.15
```

As for the LUMO energy (spin up / spin down): -0.921 / -0.919 eV. As for the net charge: 0. The calculation puts the gap between HOMO and LUMO (spin up / spin down) at 7.8 / 7.8 eV.

=====

2.
Formula: C5H5ClO
Source: the OMol25 dataset
Level of theory: ωB97M-V/def2-TZVPD

XYZ file:
```
12
C5H5ClO ωB97M-V/def2-TZVPD
C -1.81 0.77 1.51
C -0.77 0.76 0.53
C 0.11 0.52 -0.29
C 1.31 0.07 -1.01
Cl 2.78 0.29 -0.07
C 1.10 -1.41 -1.23
O 0.93 -1.82 -2.32
H -1.92 1.79 1.86
H -1.55 0.05 2.27
H -2.72 0.44 1.07
H 1.52 0.57 -1.97
H 1.03 -2.04 -0.33
```

As for the LUMO energy: 0.688 eV. As for the net charge: 0. The calculation puts the gap between HOMO and LUMO at 10.6 eV.

=====

3.
Formula: C5H5ClO
Source: the OMol25 dataset
Level of theory: ωB97M-V/def2-TZVPD

XYZ file:
```
12
C5H5ClO ωB97M-V/def2-TZVPD
O -1.78 -2.18 -0.24
C -1.70 -1.10 0.19
C -1.55 0.10 0.63
Cl -2.20 1.45 -0.29
H -1.13 0.35 1.58
C 1.37 0.43 1.39
C 1.14 0.27 0.23
C 1.10 0.06 -1.20
H 1.45 0.60 2.43
H 0.08 -0.05 -1.56
H 1.66 -0.84 -1.46
H 1.56 0.92 -1.71
```

As for the LUMO energy: 0.136 eV. As for the net charge: 0. The calculation puts the gap between HOMO and LUMO at 9.0 eV.

=====

4.
Formula: C5H5ClO
Source: the OMol25 dataset
Level of theory: ωB97M-V/def2-TZVPD

XYZ file:
```
12
C5H5ClO ωB97M-V/def2-TZVPD
C -1.12 -0.11 0.14
C 0.32 0.19 0.10
C 1.51 0.43 0.48
C 1.44 0.16 -0.96
C 1.55 1.21 -1.92
O 1.18 2.37 -1.98
Cl 2.40 0.48 -3.31
H -1.66 -0.12 1.16
H -1.05 -1.11 -0.23
H -1.57 0.68 -0.60
H 2.21 0.72 1.30
H 1.67 -0.82 -1.31
```

As for the LUMO energy: 0.720 eV. As for the net charge: 0. The calculation puts the gap between HOMO and LUMO at 10.8 eV.

=====

Which is the most stable structure? 2 is the most stable.